C52H49AsN8O3RhSe | wB97M-V/def2-TZVPD

As for the calculated total energy: -201971.324 eV. The calculation puts the strongest force on any atom at 1.23 eV/A. The value obtained for the gap between HOMO and LUMO is 4.5630 eV.

Geometry as ORCA input:
```
! RIJCOSX wB97M-V def2-TZVPD def2/J DEFGRID3
* xyz 1 1
Rh 0.3215 -0.7805 1.3237
Se 1.0771 4.6931 6.2864
N 0.3241 4.6251 4.6842
C 0.3301 3.3741 4.2992
C -0.2509 2.9119 3.0591
C -0.9506 3.7172 2.1601
C -1.5715 3.1368 1.0882
C -1.4693 1.7486 0.8811
N -0.6733 0.9982 1.6310
C -0.1384 1.5501 2.7580
C 0.4469 0.6182 3.6805
N 0.4129 -0.6898 3.3121
C 0.7594 -1.6093 4.2078
C 1.2202 -1.2841 5.4755
C 1.3362 0.0423 5.8380
C 0.9308 1.0195 4.9365
C 0.9200 2.4379 5.2283
N 1.3690 2.9498 6.3446
H -1.0268 4.7814 2.3401
H -2.1495 3.7379 0.3989
H -2.8244 1.8678 -0.5550
H 0.6630 -2.6432 3.9052
H 1.4907 -2.0713 6.1650
H 1.7110 0.3361 6.8092
C 3.4003 -1.5303 -2.1574
C 1.9146 -1.8183 -2.3243
C 1.5701 -2.0961 -3.7853
O 1.5813 -2.9377 -1.5279
C 1.1231 -0.5364 -1.8903
O 1.1977 0.3964 -2.7132
O 0.4091 -0.4820 -0.8371
H 3.9762 -2.3772 -2.5354
H 3.6456 -1.3911 -1.1047
H 3.6631 -0.6305 -2.7097
H 2.1146 -2.9793 -4.1264
H 1.8374 -1.2488 -4.4100
H 0.4959 -2.2776 -3.8873
H 0.8425 -3.4020 -1.9311
N 5.7689 -4.9675 2.7980
C 6.3040 -6.1074 3.3484
C 7.5537 -6.3984 3.8848
C 7.7143 -7.6543 4.4328
C 6.6730 -8.5970 4.4291
C 5.4398 -8.3128 3.8843
C 5.2479 -7.0398 3.3429
N 4.1202 -6.4642 2.8069
C 4.4541 -5.2372 2.5025
C 3.5064 -4.2377 2.0320
C 2.1939 -4.6122 1.7442
C 1.2649 -3.6494 1.4255
N 1.5545 -2.3454 1.3737
C 2.8243 -1.9834 1.6038
C 3.8198 -2.8836 1.9251
H 6.2639 -4.1134 2.6195
H 8.3576 -5.6733 3.8816
H 8.6619 -7.9211 4.8812
H 6.8523 -9.5680 4.8719
H 4.6332 -9.0334 3.8800
H 1.9332 -5.6601 1.7824
H 0.2427 -3.9186 1.1962
H 3.0396 -0.9270 1.5400
H 4.8214 -2.5175 2.1048
C -0.2177 7.7795 -1.6963
C -0.2699 6.3310 -2.0816
C -0.9130 5.9297 -3.2521
C -1.0947 4.5937 -3.5653
C -1.7388 4.2202 -4.8737
C -0.6206 3.6230 -2.6493
As -1.0874 1.7589 -2.7620
N -2.2363 1.1693 -0.1248
C -2.9919 -0.0337 0.0691
C -4.3674 0.0353 -0.1588
C -5.1853 -1.0494 0.1020
C -4.6469 -2.2260 0.6001
C -3.2748 -2.3202 0.7733
C -2.4507 -1.2388 0.4951
C -3.0071 1.6314 -3.1754
C -4.0250 2.5312 -2.7874
C -3.8102 3.8026 -2.0036
C -5.3366 2.2617 -3.1671
C -5.6780 1.1352 -3.9005
C -7.1007 0.8566 -4.2852
C -4.6638 0.2480 -4.2549
C -3.3470 0.4676 -3.8978
C -2.2945 -0.5395 -4.2983
C 0.2036 4.0091 -1.5744
C 0.9868 2.9870 -0.7868
C 0.3248 5.3585 -1.2825
H -0.3969 8.4230 -2.5554
H 0.7435 8.0363 -1.2519
H -0.9891 7.9865 -0.9510
H -1.2872 6.6862 -3.9334
H -2.0420 5.1085 -5.4249
H -2.6172 3.5936 -4.7392
H -1.0267 3.6634 -5.4868
H -4.8014 0.9592 -0.5209
H -6.2520 -0.9635 -0.0605
H -5.2913 -3.0566 0.8574
H -2.8288 -3.2438 1.1203
H -1.3596 -1.3671 0.5717
H -2.8399 3.8485 -1.5197
H -4.5939 3.9187 -1.2516
H -3.8720 4.6700 -2.6642
H -6.1147 2.9597 -2.8733
H -7.7371 1.7193 -4.0970
H -7.4834 0.0095 -3.7125
H -7.1697 0.5945 -5.3413
H -4.9166 -0.6375 -4.8277
H -2.7436 -1.3637 -4.8484
H -1.8031 -0.9428 -3.4087
H -1.5250 -0.0866 -4.9253
H 0.4260 2.0665 -0.6239
H 1.3115 3.3883 0.1724
H 1.8752 2.7126 -1.3591
H 0.9033 5.6615 -0.4165
*
```

C40H112N10O12Ti2 | wB97M-V/def2-TZVPD

As for the calculated total energy: -128983.939 eV. The calculation puts the relative energy (zero: lowest compared OMol25 entry of this formula, charge and spin) at 0.00 kcal/mol. The calculation puts the strongest force on any atom at 3.71 eV/A. The value obtained for the gap between HOMO and LUMO (alpha / beta) is 3.8781 / 9.0014 eV.

Geometry as ORCA input:
```
! RIJCOSX wB97M-V def2-TZVPD def2/J DEFGRID3
* xyz 0 7
Ti -2.5361 -1.8536 -0.8853
Ti -0.6556 0.5888 -0.6887
O -2.3095 -0.0064 -2.1730
H -2.3141 0.8984 -2.5414
O -0.6561 -1.4269 0.4290
H 0.2158 -1.8653 0.4750
C 1.6426 -2.9782 3.0107
C 1.5980 -3.8734 1.7812
C 2.4277 -5.2415 2.0236
O 3.7099 -4.8386 2.2847
C 4.6535 -5.8934 2.2068
N 0.2421 -4.2013 1.5102
H 2.5640 -3.0241 3.5913
H 1.0325 -3.3042 3.8531
H 1.3121 -1.9826 2.7148
H 2.0355 -3.3362 0.9397
H 2.4690 -5.7886 1.0818
H 2.0382 -5.8108 2.8676
H 5.5754 -5.6204 2.7202
H 4.8165 -6.1268 1.1546
H 4.3464 -6.7859 2.7521
H -0.1552 -3.2747 1.4494
H 0.2710 -4.4424 0.5298
C 0.3828 4.8999 -0.2021
C -0.2291 3.4991 -0.5903
C -0.4269 3.2221 -2.1164
O -1.2372 4.2339 -2.7325
C -2.5986 4.1148 -2.4582
N 0.6066 2.5081 0.0891
H 1.4455 5.0193 -0.4132
H 0.1015 5.0771 0.8359
H -0.2262 5.6545 -0.7000
H -1.2320 3.4904 -0.1636
H -0.8353 2.2285 -2.3006
H 0.4925 3.2554 -2.7010
H -3.0734 4.8615 -3.0946
H -2.9509 4.3317 -1.4498
H -2.9681 3.1181 -2.6992
H 1.5808 2.6338 -0.1462
H 0.4970 2.5271 1.0929
C 1.0244 1.2988 4.2279
C 0.7768 2.1833 5.3733
C 0.4059 1.4058 6.6649
O 0.2186 2.3902 7.7904
C -0.6959 3.4258 7.6425
N 2.0382 2.7901 5.7413
H 1.3089 1.9611 3.4103
H 0.0155 1.0206 3.9231
H 1.6582 0.4738 4.5531
H 0.0362 2.9455 5.1311
H 1.1780 0.7252 7.0236
H -0.5510 0.9289 6.4527
H -1.1238 3.6121 8.6275
H -1.5482 3.2371 6.9897
H -0.2343 4.3596 7.3214
H 1.8327 3.7420 6.0092
H 2.1465 2.4376 6.6816
C -5.3023 -0.2330 -6.0364
C -4.5011 -0.8800 -4.8807
C -3.0675 -0.8000 -5.1941
O -2.6706 -1.4756 -6.3509
C -1.3256 -1.4036 -6.7632
N -4.8092 -0.0741 -3.7862
H -6.3210 0.0642 -5.7875
H -5.2449 -0.8511 -6.9324
H -4.7665 0.6841 -6.2811
H -4.8030 -1.9209 -4.7649
H -2.5083 -1.0781 -4.3007
H -2.8215 0.2594 -5.2677
H -1.2360 -1.9658 -7.6927
H -0.8124 -1.9171 -5.9501
H -0.9451 -0.3823 -6.7501
H -3.9746 -0.0449 -3.2182
H -4.7387 0.9027 -4.0333
C 2.6860 0.5852 -3.0732
C 1.6771 -0.4424 -2.6039
C 2.1332 -1.8780 -3.0053
O 3.2455 -2.2361 -2.1849
C 3.7450 -3.5403 -2.3915
N 1.5166 -0.2715 -1.1337
H 2.2732 1.5940 -3.0808
H 3.0544 0.3751 -4.0773
H 3.3994 0.6557 -2.2522
H 0.7137 -0.2803 -3.0874
H 2.3900 -1.9070 -4.0643
H 1.2442 -2.5080 -2.9740
H 4.0300 -3.9179 -3.3736
H 3.1200 -4.3077 -1.9349
H 4.6403 -3.5367 -1.7698
H 0.8767 -0.9462 -0.7396
H 2.4643 -0.3782 -0.8009
C 4.6044 5.5321 0.5657
C 4.4436 4.5252 -0.5718
C 5.7416 3.7916 -0.9419
O 6.6877 4.6517 -1.5520
C 7.9691 4.0929 -1.7545
N 3.3935 3.6148 -0.0522
H 4.7919 6.5500 0.2240
H 5.4550 5.2255 1.1745
H 3.7372 5.5809 1.2241
H 4.1109 5.0976 -1.4377
H 5.6854 2.8733 -1.5265
H 6.1867 3.4622 -0.0031
H 8.1000 3.1386 -2.2647
H 8.3506 4.0289 -0.7354
H 8.6080 4.8112 -2.2683
H 2.5444 4.0864 0.2247
H 3.7909 2.9863 0.6313
C -3.5977 0.1602 2.8458
C -2.8847 1.3762 2.1428
C -2.7194 2.6358 2.9241
O -3.8665 3.3346 3.4209
C -4.6231 4.0546 2.4300
N -1.6011 0.9552 1.6076
H -3.6023 0.2801 3.9292
H -3.1564 -0.7896 2.5439
H -4.6305 0.0361 2.5202
H -3.5039 1.6462 1.2873
H -2.0287 3.3357 2.4537
H -2.2281 2.2661 3.8241
H -5.3792 4.7250 2.8387
H -5.1643 3.3569 1.7908
H -3.9441 4.5526 1.7379
H -0.9652 1.0819 2.3821
H -1.4721 -0.0391 1.4863
C -6.4982 -2.5396 0.1808
C -6.0957 -1.5782 -1.0261
C -7.0737 -0.4191 -1.2814
O -7.1980 0.4362 -0.1688
C -8.1218 1.4955 -0.5647
N -4.6923 -1.1224 -0.6791
H -6.1263 -3.5585 0.0724
H -7.5518 -2.6610 -0.0708
H -6.2468 -2.0750 1.1342
H -6.1563 -2.2727 -1.8640
H -8.0229 -0.9151 -1.4840
H -6.7645 0.0694 -2.2055
H -8.1987 2.2417 0.2260
H -9.0929 1.1082 -0.8731
H -7.6607 2.0711 -1.3673
H -4.7575 -0.4929 0.1081
H -4.5362 -0.6032 -1.5312
C -1.7547 -6.0543 -0.4515
C -0.9855 -5.2638 -1.5130
C -0.7109 -6.0249 -2.9406
O 0.0354 -5.1070 -3.7642
C 0.6258 -5.5018 -4.9670
N -1.7781 -4.1010 -1.9738
H -1.5497 -5.6438 0.5373
H -1.5019 -7.1129 -0.3937
H -2.7645 -5.9652 -0.8520
H -0.0228 -4.8690 -1.1883
H -1.6550 -6.3057 -3.4075
H -0.1204 -6.9289 -2.7917
H 1.0895 -4.6089 -5.3865
H -0.1975 -5.7476 -5.6377
H 1.3508 -6.3117 -4.8858
H -1.5339 -3.9059 -2.9342
H -2.7448 -4.3938 -1.9724
C 5.0329 1.4048 4.2075
C 4.6500 1.5283 2.7116
C 4.0573 0.2053 2.0467
O 5.1128 -0.6971 1.7756
C 4.7647 -1.9668 1.3095
N 3.7187 2.6019 2.7200
H 4.1988 0.9844 4.7693
H 5.3389 2.3384 4.6795
H 5.9005 0.7467 4.2541
H 5.5147 1.9335 2.1860
H 3.5869 0.5339 1.1200
H 3.5333 -0.2639 2.8794
H 3.7418 -1.9898 0.9335
H 4.7681 -2.7341 2.0837
H 5.4847 -2.3829 0.6049
H 3.0745 2.5441 3.4957
H 4.1995 3.4889 2.6745
*
```

C41H52N6OY | wB97M-V/def2-TZVPD

As for the calculated total energy: -55392.215 eV. The calculation puts the strongest force on any atom at 0.40 eV/A. The value obtained for the gap between HOMO and LUMO is 5.7790 eV.

Geometry as ORCA input:
```
! RIJCOSX wB97M-V def2-TZVPD def2/J DEFGRID3
* xyz 1 1
Y 0.3818 0.2306 0.0040
C 0.3175 -1.8969 -5.9690
C -1.0270 -1.4096 -5.4111
C -0.8440 -0.4891 -4.2455
C -0.8375 0.8737 -4.2556
C -1.0969 1.7929 -5.4082
C -2.5669 2.2277 -5.4838
C -0.6179 1.3055 -2.8894
N -0.4580 0.2062 -2.0951
C -0.6176 -0.9026 -2.8766
C -0.6498 -2.2147 -2.4070
C -0.6185 -2.6702 -1.0894
C -0.8443 -4.0332 -0.6561
C -1.0301 -5.2124 -1.5584
C 0.3052 -5.8843 -1.9081
C -0.8387 -4.0228 0.7083
C -0.6206 -2.6498 1.1190
C -0.6748 -2.1772 2.4303
C -0.6628 -0.8578 2.8813
N -0.4986 0.2405 2.0888
C -0.6652 1.3488 2.8688
C -0.6828 2.6621 2.3994
C -0.6478 3.1119 1.0803
N -0.5115 2.3084 -0.0160
C -0.6445 3.0934 -1.1259
C -0.6558 2.6248 -2.4391
C -0.8457 4.4691 -0.7164
C -0.8417 4.4814 0.6471
C -1.0781 5.6353 1.5689
C -2.5515 5.7484 1.9865
C -1.0813 5.6081 -1.6573
C -2.5175 5.6434 -2.1976
C -0.9062 0.9335 4.2374
C -0.9051 -0.4302 4.2445
C -1.1762 -1.3488 5.3939
C -2.6307 -1.8354 5.4371
C -1.1869 1.8717 5.3691
C -2.6433 2.3565 5.3775
N -0.4593 -1.8719 0.0079
C -1.0129 -5.1729 1.6489
C 0.3163 -5.6174 2.2767
H 0.1667 -2.5659 -6.8160
H 0.9182 -1.0494 -6.3016
H 0.8815 -2.4318 -5.2031
H -1.5781 -0.8927 -6.1977
H -1.6313 -2.2693 -5.1157
H -0.4599 2.6754 -5.3188
H -0.8222 1.2970 -6.3403
H -2.8710 2.7348 -4.5670
H -2.7206 2.9058 -6.3229
H -3.2153 1.3605 -5.6127
H -0.7945 -2.9782 -3.1612
H -1.6835 -5.9396 -1.0744
H -1.5328 -4.9045 -2.4765
H 0.7968 -6.2441 -1.0035
H 0.1479 -6.7320 -2.5747
H 0.9747 -5.1759 -2.3986
H -0.8227 -2.9327 3.1921
H -0.8117 3.4270 3.1551
H -0.7783 3.3785 -3.2069
H -0.4571 5.5261 2.4603
H -0.7704 6.5615 1.0813
H -2.8854 4.8313 2.4744
H -2.6924 6.5779 2.6792
H -3.1823 5.9149 1.1134
H -0.8760 6.5489 -1.1444
H -0.3811 5.5415 -2.4932
H -3.2328 5.7455 -1.3814
H -2.6464 6.4882 -2.8741
H -2.7597 4.7288 -2.7402
H -0.5100 -2.2129 5.3363
H -0.9442 -0.8323 6.3263
H -2.8940 -2.3655 4.5208
H -2.7779 -2.5103 6.2801
H -3.3158 -0.9940 5.5432
H -0.9701 1.3742 6.3152
H -0.5188 2.7333 5.3016
H -3.3271 1.5143 5.4856
H -2.8100 3.0475 6.2036
H -2.8897 2.8659 4.4447
H -1.7134 -4.8957 2.4402
H -1.4559 -6.0169 1.1191
H 0.7749 -4.8013 2.8366
H 0.1579 -6.4562 2.9542
H 1.0195 -5.9271 1.5028
N 2.7945 0.2775 0.0197
C 3.9516 0.2098 0.0193
N 5.2462 0.1025 0.0171
C 6.0106 0.1740 1.2759
C 7.2448 -0.7012 1.1342
O 7.9928 -0.3301 -0.0051
C 7.2525 -0.5365 -1.1903
C 6.0181 0.3498 -1.2150
H 5.3863 -0.1748 2.0964
H 6.3094 1.2094 1.4562
H 6.9483 -1.7552 1.0680
H 7.8876 -0.5654 2.0014
H 6.9567 -1.5893 -1.2755
H 7.9007 -0.2796 -2.0254
H 5.3989 0.1194 -2.0800
H 6.3170 1.4002 -1.2463
*
```